(1)
This record from OMol25 describes 12 unconnected molecules or ions with the total composition C54H70F2O18 at a distorted geometry. The level of theory is ωB97M-V with the def2-TZVPD basis set.

## Properties
- LUMO: 0.0106 Ha
- SMILES string: COC(=O)OC.COC(=O)OC.COC(=O)OC.COC(=O)OC.COC(=O)OC.COC(=O)OC.Fc1ccccc1.Fc1ccccc1.c1ccccc1.c1ccccc1.c1ccccc1.c1ccccc1
- Molar mass: 1045.1 u

```
144
C54H70F2O18 (ωB97M-V with the def2-TZVPD basis set)
C -2.10 4.99 7.88
O -0.86 5.71 7.92
C -0.10 5.86 6.72
O -0.44 5.48 5.61
O 1.07 6.47 7.07
C 1.99 6.88 6.03
H -2.80 5.37 7.13
H -2.47 4.85 8.90
H -1.77 4.03 7.50
H 1.79 7.85 5.57
H 2.02 6.20 5.18
H 2.95 7.01 6.52
C -6.20 6.79 1.08
O -7.24 7.63 1.34
C -7.56 8.07 2.55
O -6.95 7.83 3.61
O -8.63 8.84 2.40
C -9.33 9.18 3.56
H -6.29 5.90 1.71
H -5.27 7.32 1.28
H -6.07 6.43 0.06
H -10.34 9.19 3.16
H -8.92 10.02 4.10
H -9.53 8.36 4.25
C -7.95 -5.40 -7.33
O -8.28 -4.01 -7.28
C -7.47 -3.09 -6.61
O -6.31 -3.19 -6.20
O -8.07 -1.92 -6.70
C -7.87 -0.87 -5.85
H -6.91 -5.57 -7.60
H -8.48 -5.85 -8.18
H -8.04 -5.91 -6.38
H -8.55 -0.06 -6.13
H -6.84 -0.50 -5.90
H -7.97 -1.04 -4.78
C 1.65 11.67 -0.26
O 1.19 10.54 -0.98
C 1.63 9.33 -0.70
O 2.58 9.04 0.08
O 0.94 8.35 -1.42
C 1.18 6.96 -1.16
H 1.30 11.53 0.76
H 1.21 12.62 -0.57
H 2.73 11.75 -0.32
H 1.79 6.50 -1.94
H 0.20 6.48 -1.27
H 1.44 6.62 -0.16
C 7.27 -5.93 1.85
O 7.59 -4.61 1.33
C 8.46 -4.54 0.31
O 9.14 -5.46 -0.13
O 8.33 -3.38 -0.24
C 9.30 -2.87 -1.07
H 6.35 -6.03 2.44
H 8.09 -6.17 2.52
H 7.12 -6.69 1.08
H 8.81 -1.91 -1.24
H 9.37 -3.44 -2.00
H 10.22 -2.72 -0.51
C 7.52 4.99 -0.94
O 7.08 5.61 -2.11
C 7.68 6.71 -2.58
O 8.63 7.28 -2.00
O 7.02 7.03 -3.72
C 7.35 8.23 -4.40
H 6.94 4.13 -0.60
H 7.63 5.59 -0.04
H 8.58 4.74 -1.01
H 6.59 8.35 -5.18
H 8.37 8.39 -4.75
H 7.12 9.08 -3.75
F -2.54 -0.52 0.31
C -1.41 -1.20 0.05
C -0.23 -0.83 0.69
C 0.93 -1.55 0.43
C 0.85 -2.70 -0.44
C -0.38 -3.14 -1.01
C -1.48 -2.31 -0.79
H -0.26 -0.02 1.40
H 1.82 -1.18 0.92
H 1.78 -3.21 -0.65
H -0.32 -4.01 -1.65
H -2.45 -2.47 -1.23
F 1.84 -9.57 -11.01
C 0.98 -9.10 -10.12
C 0.72 -7.70 -10.14
C -0.24 -7.17 -9.31
C -0.91 -7.94 -8.35
C -0.61 -9.38 -8.34
C 0.30 -9.92 -9.24
H 1.26 -7.09 -10.85
H -0.38 -6.10 -9.40
H -1.55 -7.60 -7.55
H -1.19 -10.06 -7.75
H 0.60 -10.95 -9.07
C 6.27 -1.58 8.37
C 5.74 -1.55 9.67
C 4.76 -0.61 9.95
C 4.19 0.17 8.95
C 4.79 0.17 7.73
C 5.90 -0.64 7.39
H 6.91 -2.43 8.16
H 6.14 -2.27 10.37
H 4.14 -0.46 10.82
H 3.28 0.70 9.19
H 4.26 0.90 7.14
H 6.29 -0.60 6.39
C -12.59 0.00 4.92
C -12.77 -1.25 4.21
C -11.69 -1.84 3.55
C -10.44 -1.27 3.70
C -10.22 -0.08 4.48
C -11.25 0.45 5.18
H -13.45 0.51 5.34
H -13.73 -1.73 4.15
H -11.78 -2.73 2.93
H -9.57 -1.65 3.19
H -9.21 0.28 4.62
H -11.15 1.35 5.78
C -0.68 -10.75 2.79
C -1.08 -11.68 3.80
C -1.03 -11.17 5.09
C -0.73 -9.87 5.35
C -0.49 -8.94 4.33
C -0.33 -9.43 3.08
H -0.74 -11.21 1.82
H -1.14 -12.71 3.47
H -1.13 -11.84 5.94
H -0.59 -9.53 6.36
H -0.29 -7.92 4.65
H -0.10 -8.79 2.24
C 5.59 -0.16 -8.87
C 5.32 -1.27 -8.08
C 5.15 -1.21 -6.72
C 5.07 0.00 -6.09
C 5.16 1.15 -6.88
C 5.42 1.07 -8.24
H 5.78 -0.23 -9.93
H 5.52 -2.28 -8.39
H 5.09 -2.12 -6.14
H 4.95 0.05 -5.02
H 5.13 2.12 -6.41
H 5.53 2.01 -8.76
```



(2)
This record from OMol25 describes 12 unconnected molecules or ions with the total composition C54H72F6N6O6 at a distorted geometry. The level of theory is ωB97M-V with the def2-TZVPD basis set.

## Properties
- LUMO: 0.0146 Ha
- ΔE to the lowest compared entry with this formula, charge and spin: 0.0 kcal/mol
- SMILES string: Fc1ccccc1.Fc1ccccc1.Fc1ccccc1.Fc1ccccc1.Fc1ccccc1.Fc1ccccc1.CN(C)C=O.CN(C)C=O.CN(C)C=O.CN(C)C=O.CN(C)C=O.CN(C)C=O
- Molar mass: 1015.2 u

```
144
C54H72F6N6O6 (ωB97M-V with the def2-TZVPD basis set)
F 6.43 -1.44 -2.73
C 5.70 -0.25 -2.75
C 5.30 0.25 -3.99
C 4.58 1.48 -3.95
C 4.31 2.04 -2.72
C 4.73 1.46 -1.49
C 5.41 0.27 -1.49
H 5.43 -0.20 -4.94
H 4.34 1.91 -4.90
H 3.72 2.90 -2.67
H 4.48 1.93 -0.56
H 5.74 -0.27 -0.58
F -4.29 -1.56 -5.34
C -3.16 -0.85 -5.48
C -3.15 0.49 -5.17
C -2.08 1.20 -5.59
C -1.04 0.58 -6.24
C -0.97 -0.79 -6.46
C -2.07 -1.49 -5.99
H -4.10 0.84 -4.72
H -2.02 2.27 -5.40
H -0.36 1.35 -6.60
H -0.16 -1.32 -6.98
H -2.17 -2.55 -6.14
F -3.67 0.95 -1.79
C -4.32 0.84 -0.62
C -4.12 -0.41 -0.03
C -4.71 -0.63 1.19
C -5.41 0.39 1.84
C -5.61 1.61 1.27
C -5.06 1.88 -0.03
H -3.47 -1.09 -0.58
H -4.61 -1.62 1.59
H -5.82 0.24 2.83
H -6.13 2.39 1.77
H -5.23 2.80 -0.55
F -0.14 -2.09 7.41
C 0.42 -2.35 6.21
C 0.60 -1.32 5.32
C 1.03 -1.61 4.07
C 1.35 -2.91 3.69
C 1.17 -3.97 4.59
C 0.68 -3.66 5.82
H 0.49 -0.31 5.54
H 1.11 -0.83 3.30
H 1.67 -3.04 2.63
H 1.30 -5.04 4.27
H 0.37 -4.36 6.57
F 4.62 -3.23 0.63
C 3.82 -3.34 -0.52
C 3.17 -2.20 -0.88
C 2.36 -2.22 -1.98
C 2.16 -3.44 -2.68
C 2.81 -4.58 -2.27
C 3.72 -4.57 -1.16
H 3.31 -1.29 -0.30
H 1.95 -1.31 -2.36
H 1.47 -3.55 -3.51
H 2.67 -5.56 -2.83
H 4.32 -5.42 -0.95
F -0.21 0.72 1.79
C -0.37 0.27 0.43
C -0.57 1.25 -0.49
C -0.69 0.80 -1.86
C -0.74 -0.57 -2.18
C -0.51 -1.51 -1.15
C -0.30 -1.09 0.15
H -0.49 2.30 -0.25
H -0.87 1.54 -2.64
H -0.92 -0.89 -3.20
H -0.64 -2.55 -1.36
H -0.17 -1.92 0.84
C -1.61 -6.75 0.75
O -1.59 -7.87 1.25
N -1.03 -6.46 -0.44
C -1.13 -5.17 -1.06
C -0.01 -7.38 -1.02
H -2.22 -5.96 1.17
H -1.72 -5.18 -2.01
H -0.15 -4.75 -1.31
H -1.57 -4.49 -0.34
H 1.01 -7.03 -0.72
H -0.01 -8.39 -0.61
H -0.09 -7.38 -2.11
C -0.39 5.63 -0.62
O 0.61 5.25 -1.13
N -1.63 5.08 -0.88
C -2.86 5.51 -0.26
C -1.70 4.30 -2.09
H -0.43 6.41 0.18
H -3.28 4.61 0.26
H -3.63 5.84 -0.92
H -2.66 6.28 0.44
H -2.26 3.38 -1.79
H -2.27 4.87 -2.82
H -0.73 3.95 -2.42
C -2.20 -2.08 2.97
O -2.21 -3.15 2.33
N -2.71 -1.83 4.20
C -2.55 -0.51 4.72
C -3.19 -2.87 5.03
H -1.85 -1.21 2.42
H -2.13 -0.50 5.80
H -3.44 0.05 4.73
H -1.79 0.01 4.18
H -4.23 -2.89 4.97
H -2.74 -3.81 4.77
H -2.89 -2.65 6.09
C -2.74 4.33 4.07
O -3.21 4.47 2.96
N -1.43 4.10 4.30
C -0.60 3.78 3.11
C -0.83 3.55 5.54
H -3.35 4.23 4.99
H -1.06 4.02 2.21
H -0.33 2.70 3.10
H 0.38 4.28 3.17
H -0.81 2.46 5.49
H 0.16 4.01 5.56
H -1.47 3.86 6.38
C -0.10 5.00 -5.47
O -1.13 4.39 -5.50
N 1.15 4.44 -5.17
C 2.34 5.25 -5.02
C 1.17 3.07 -4.70
H -0.03 6.13 -5.75
H 3.08 5.14 -5.85
H 2.96 5.06 -4.13
H 2.06 6.29 -4.98
H 0.22 2.60 -4.92
H 2.05 2.41 -5.00
H 1.29 3.15 -3.62
C 3.58 -0.34 1.93
O 3.04 0.49 1.22
N 3.90 -0.21 3.22
C 4.53 -1.33 3.91
C 3.56 0.96 4.01
H 3.92 -1.31 1.55
H 4.55 -2.19 3.23
H 3.96 -1.71 4.72
H 5.51 -1.26 4.34
H 2.82 0.60 4.68
H 4.46 1.19 4.63
H 3.33 1.78 3.38
```